# 1
C3H3N3O2 | the ωB97M-V functional and the def2-TZVPD basis

Molar mass ... 113.08 g mol⁻¹
Electronic energy ... -11714.694 eV
Energy relative to the best compared isomer or geometry (same formula, charge and spin) ... 1086.8 kJ/mol
LUMO level ... -2.27 eV
Gap between HOMO and LUMO ... 8.45 eV
HOMO energy ... -10.72 eV

CARTESIAN COORDINATES (ANGSTROEM)
1 C 1.26756 -0.04053 1.35664
2 C 0.74247 0.35787 -0.06228
3 O 0.06882 1.36212 -0.37289
4 N 0.68305 -0.83858 -0.79008
5 C -0.37445 -1.25335 -1.42665
6 O -1.38800 -1.77634 -1.94969
7 H 1.36409 0.97693 2.14471
8 H 0.54148 -0.70743 1.84996
9 H 2.15078 -0.57113 1.34460
10 N -2.63891 0.52015 -1.48448
11 N -2.41689 1.97029 -0.60985

=====

# 2
C3H3N3O2 | the ωB97M-V functional and the def2-TZVPD basis

Molar mass ... 113.08 g mol⁻¹
Electronic energy ... -11721.831 eV
Energy relative to the best compared isomer or geometry (same formula, charge and spin) ... 398.1 kJ/mol
LUMO level ... 0.88 eV
Gap between HOMO and LUMO ... 9.52 eV
HOMO energy ... -8.64 eV

CARTESIAN COORDINATES (ANGSTROEM)
1 C -0.18632 1.63708 -0.71040
2 O -1.11177 0.62147 -0.93601
3 C -0.56269 -0.42433 -0.25062
4 N -0.87262 -1.63856 0.09737
5 N 0.21444 -1.96768 0.87044
6 N 1.22002 -1.10035 0.94176
7 C 0.66971 -0.01914 0.35365
8 O 0.90859 1.27407 0.06195
9 H 0.21328 1.93633 -1.68983
10 H -0.72786 2.50307 -0.15482
11 H 0.23523 -2.82196 1.41650